Density functional theory data (ωB97M-V with the def2-TZVPD basis set) for an isolated molecule of C2H3NO3.

XYZ file:
```
9
Properties=species:S:1:pos:R:3:mulliken_charge:R:1
O -0.709 1.133 1.936 -0.5120
C 0.471 0.623 1.594 0.1888
N 0.230 -0.400 0.547 -0.2047
O 0.991 -0.526 -0.676 -0.2033
C 0.106 -0.556 -1.741 0.3003
O -1.116 -0.372 -1.556 -0.5311
H 1.469 1.093 1.628 0.3112
H -0.672 -0.138 0.358 0.3296
H 0.797 -0.432 -2.559 0.3211
```

- SMILES: O=CNOC=O
- Relative energy (zero: lowest compared OMol25 entry of this formula, charge and spin): 4.669 eV
- HOMO energy: -10.174 eV
- Strongest force on any atom: 7.342 eV Å⁻¹

Density functional theory data (ωB97M-V with the def2-TZVPD basis set) for a cluster of 2 separate species, C2H3NO3 in total.

XYZ file:
```
9
Properties=species:S:1:pos:R:3:mulliken_charge:R:1
O -3.031 1.282 3.428 -0.3211
C -2.579 2.111 2.818 0.7202
O -2.221 3.054 2.281 -0.3866
C -0.141 0.045 0.195 -0.6738
N -1.117 0.316 1.174 0.0533
O -2.258 0.101 0.792 -0.2980
H 0.327 1.045 0.080 0.2633
H 0.665 -0.509 0.855 0.2582
H -0.356 -0.464 -0.673 0.3846
```

- SMILES: O=C=O.CN=O
- Relative energy (zero: lowest compared OMol25 entry of this formula, charge and spin): 3.130 eV
- HOMO energy: -9.730 eV
- Strongest force on any atom: 5.543 eV Å⁻¹

Density functional theory data (ωB97M-V with the def2-TZVPD basis set) for an isolated molecule of C2H3NO3.

XYZ file:
```
9
Properties=species:S:1:pos:R:3:mulliken_charge:R:1
O 2.335 0.068 -0.900 -0.4967
C 1.178 -0.191 -1.271 0.1054
N 0.155 -0.671 -0.511 -0.4486
C -1.167 -0.038 0.558 0.6264
O -1.774 -0.617 1.381 -0.3323
O -0.853 1.232 0.614 -0.4101
H 0.801 0.375 -2.142 0.3236
H 0.257 -1.368 0.211 0.2521
H 0.130 1.159 0.725 0.3803
```

- SMILES: O=CNC(=O)O
- Relative energy (zero: lowest compared OMol25 entry of this formula, charge and spin): 3.698 eV
- HOMO energy: -10.435 eV
- Strongest force on any atom: 5.264 eV Å⁻¹

Density functional theory data (ωB97M-V with the def2-TZVPD basis set) for an isolated molecule of C2H3NO3.

XYZ file:
```
9
Properties=species:S:1:pos:R:3:mulliken_charge:R:1
O 0.276 0.922 2.636 -0.5500
C -0.298 0.568 1.575 0.0580
N 0.315 0.435 0.365 -0.0071
O -0.651 0.013 -0.704 -0.2804
C -0.009 -0.804 -1.541 0.2834
O 1.163 -0.661 -1.710 -0.5022
H -1.348 0.472 1.647 0.3697
H 1.090 0.630 -0.193 0.2455
H -0.537 -1.576 -2.074 0.3830
```

- SMILES: O=CNOC=O
- Relative energy (zero: lowest compared OMol25 entry of this formula, charge and spin): 3.566 eV
- HOMO energy: -10.534 eV
- Strongest force on any atom: 4.989 eV Å⁻¹

Density functional theory data (ωB97M-V with the def2-TZVPD basis set) for an isolated molecule of C2H3NO3.

XYZ file:
```
9
Properties=species:S:1:pos:R:3:mulliken_charge:R:1
C 0.795 0.132 -0.435 0.2847
O 1.386 -0.933 0.253 -0.4635
O 1.047 1.359 0.005 -0.3943
H 1.437 -0.704 1.191 0.3182
H 0.965 -0.031 -1.508 0.3064
N -1.619 -0.674 -0.177 -0.4650
C -0.773 0.257 -0.127 0.4803
O -1.006 1.467 0.188 -0.3629
H -2.232 -0.872 0.609 0.2962
```

- Relative energy (zero: lowest compared OMol25 entry of this formula, charge and spin): 6.540 eV
- HOMO energy (alpha / beta): -10.707 / -10.324 eV
- Strongest force on any atom: 1.186 eV Å⁻¹

Density functional theory data (ωB97M-V with the def2-TZVPD basis set) for an isolated molecule of C2H3NO3.

XYZ file:
```
9
Properties=species:S:1:pos:R:3:mulliken_charge:R:1
O 2.196 -0.611 0.615 -0.5186
C 2.022 0.385 -0.128 -0.0526
C 0.601 1.024 -0.184 0.5665
O 0.216 2.004 -0.758 -0.6132
N -0.085 0.274 0.635 -0.0399
O -1.481 0.311 0.664 -0.3947
H 2.854 0.617 -0.720 0.4457
H 0.285 -0.451 1.131 0.2366
H -1.588 1.295 0.402 0.3701
```

- SMILES: O=CC(=O)NO
- Relative energy (zero: lowest compared OMol25 entry of this formula, charge and spin): 3.560 eV
- HOMO energy: -10.054 eV
- Strongest force on any atom: 4.388 eV Å⁻¹

Density functional theory data (ωB97M-V with the def2-TZVPD basis set) for an isolated molecule of C2H3NO3.

XYZ file:
```
9
Properties=species:S:1:pos:R:3:mulliken_charge:R:1
O 2.329 0.750 -0.181 -0.4727
C 1.596 -0.269 -0.002 0.2233
N 0.484 0.119 0.972 -0.2567
O -0.521 -0.743 0.220 -0.2601
C -1.612 -0.133 -0.185 0.1857
O -1.808 1.080 0.054 -0.5859
H 1.689 -1.148 -0.637 0.3282
H 0.021 1.147 0.414 0.3937
H -2.178 -0.802 -0.654 0.4444
```

- SMILES: O=CNOC=O
- Relative energy (zero: lowest compared OMol25 entry of this formula, charge and spin): 4.941 eV
- HOMO energy: -10.519 eV
- Strongest force on any atom: 8.233 eV Å⁻¹

Density functional theory data (ωB97M-V with the def2-TZVPD basis set) for the ion C2H3NO3P with charge -1.

XYZ file:
```
10
Properties=species:S:1:pos:R:3:mulliken_charge:R:1
C 0.490 -1.731 1.414 0.1033
C -0.074 -0.539 -0.574 0.1361
N 0.699 -0.813 0.439 -0.3552
O -0.142 0.796 -0.969 -0.1142
O 1.228 -2.279 2.177 -0.5593
O -0.687 -1.263 -1.378 -0.6050
P 0.199 2.329 -0.499 0.0770
H -0.582 -2.004 1.215 0.1780
H -0.095 2.818 -1.887 0.0826
H -1.036 2.686 0.062 0.0568
```

- <S²>: 2.0049
- Multiplicity: 3
- Relative energy (zero: lowest compared OMol25 entry of this formula, charge and spin): 1.662 eV
- HOMO energy (alpha / beta): -1.404 / -4.845 eV
- Net charge: -1
- Strongest force on any atom: 4.854 eV Å⁻¹

Density functional theory data (ωB97M-V with the def2-TZVPD basis set) for an isolated molecule of C2H3NO4.

XYZ file:
```
10
Properties=species:S:1:pos:R:3:mulliken_charge:R:1
O 1.814 -0.272 -1.538 -0.4977
C 0.841 0.079 -0.797 0.6324
O 0.719 1.346 -0.096 -0.4654
C -0.365 -0.737 -0.606 0.3750
O -0.601 -1.635 -1.382 -0.5276
N -1.086 -0.465 0.526 -0.0827
O -0.328 -0.086 1.584 -0.4282
H 1.490 2.006 -0.191 0.3578
H -1.852 -1.091 0.756 0.2815
H -0.632 0.856 1.743 0.3550
```

- SMILES: O=C(O)C(=O)NO
- Relative energy (zero: lowest compared OMol25 entry of this formula, charge and spin): 2.980 eV
- HOMO energy: -10.478 eV
- Strongest force on any atom: 6.819 eV Å⁻¹

Density functional theory data (ωB97M-V with the def2-TZVPD basis set) for an isolated molecule of C2H3NOS.

XYZ file:
```
8
Properties=species:S:1:pos:R:3:mulliken_charge:R:1
N 0.963 0.642 -0.379 -0.4068
C -0.108 0.443 0.522 0.4631
O -0.335 0.885 1.558 -0.4605
C -1.036 -0.629 0.020 0.0112
S -0.884 -1.258 -1.436 -0.2887
H 0.993 0.014 -1.189 0.1566
H 1.995 1.095 -0.138 0.2731
H -1.587 -1.190 1.042 0.2521
```

- SMILES: NC(=O)C=S
- Relative energy (zero: lowest compared OMol25 entry of this formula, charge and spin): 1.575 eV
- HOMO energy: -9.230 eV
- Strongest force on any atom: 6.352 eV Å⁻¹

Density functional theory data (ωB97M-V with the def2-TZVPD basis set) for an isolated molecule of C2H3NOS.

XYZ file:
```
8
Properties=species:S:1:pos:R:3:mulliken_charge:R:1
C -0.242 1.630 0.450 -0.1654
N -0.164 0.586 -0.378 -0.3163
O 0.871 -0.478 -0.052 -0.1362
C 0.202 -1.641 -0.411 0.0653
S 0.662 -3.182 -0.171 -0.2346
H -1.108 2.329 0.240 0.2599
H 0.660 2.236 1.165 0.2345
H -0.880 -1.480 -0.843 0.2927
```

- SMILES: C=NOC=S
- Relative energy (zero: lowest compared OMol25 entry of this formula, charge and spin): 4.034 eV
- HOMO energy: -8.904 eV
- Strongest force on any atom: 4.197 eV Å⁻¹

Density functional theory data (ωB97M-V with the def2-TZVPD basis set) for an isolated molecule of C2H3NOS.

XYZ file:
```
8
Properties=species:S:1:pos:R:3:mulliken_charge:R:1
C 1.067 -0.308 0.566 -0.5603
C 0.106 -0.310 -0.342 -0.0521
N -1.101 0.464 -0.126 0.4084
O -1.489 0.905 0.967 -0.4795
S -1.955 0.725 -1.550 -0.1678
H 1.953 -0.803 0.136 0.2259
H 1.177 0.045 1.645 0.2738
H 0.242 -0.717 -1.295 0.3516
```

- SMILES: C=C[N+]([O-])=S
- Relative energy (zero: lowest compared OMol25 entry of this formula, charge and spin): 3.478 eV
- HOMO energy (alpha / beta): -9.296 / -9.294 eV
- Strongest force on any atom: 3.294 eV Å⁻¹

Density functional theory data (ωB97M-V with the def2-TZVPD basis set) for a cluster of 2 separate species, C2H3NOS in total.

XYZ file:
```
8
Properties=species:S:1:pos:R:3:mulliken_charge:R:1
C 0.041 -0.045 -1.741 -0.2635
C 0.314 -0.609 -0.592 -0.3400
N -0.892 -0.512 1.736 -0.2770
O -0.146 1.358 3.326 -0.4511
S -0.225 0.849 1.977 0.5575
H 0.612 -0.525 -2.680 0.2101
H -0.643 0.874 -1.820 0.2262
H 0.941 -1.391 -0.207 0.3377
```

- Relative energy (zero: lowest compared OMol25 entry of this formula, charge and spin): 5.861 eV
- HOMO energy (alpha / beta): -10.570 / -9.359 eV
- Strongest force on any atom: 2.765 eV Å⁻¹

Density functional theory data (ωB97M-V with the def2-TZVPD basis set) for a cluster of 2 separate species, C2H3NOS in total.

XYZ file:
```
8
Properties=species:S:1:pos:R:3:mulliken_charge:R:1
C 0.737 1.136 -0.046 -0.3536
C -1.480 -0.124 -0.051 0.6908
N -0.816 -1.119 0.158 -0.4700
O -2.131 0.843 0.000 -0.4019
S 2.055 0.065 0.073 -0.0139
H 1.036 2.186 -0.427 0.2002
H 1.385 -0.966 0.366 0.1511
H -0.787 -2.021 -0.075 0.1974
```

- Relative energy (zero: lowest compared OMol25 entry of this formula, charge and spin): 3.499 eV
- HOMO energy: -8.807 eV
- Strongest force on any atom: 4.170 eV Å⁻¹

Density functional theory data (ωB97M-V with the def2-TZVPD basis set) for a cluster of 2 separate species, C2H3NOS in total.

XYZ file:
```
8
Properties=species:S:1:pos:R:3:mulliken_charge:R:1
C 1.044 0.153 1.158 -0.3358
C 1.349 -0.248 -0.244 -0.2597
N 0.155 -0.446 0.513 0.0269
O -2.520 0.205 -0.266 -0.3012
S -2.628 1.655 -0.291 0.2866
H 1.215 0.674 -0.926 0.1318
H 2.007 -1.012 -0.523 0.2559
H -0.620 -0.981 0.578 0.1955
```

- Relative energy (zero: lowest compared OMol25 entry of this formula, charge and spin): 5.661 eV
- HOMO energy (alpha / beta): -8.944 / -8.940 eV
- Strongest force on any atom: 4.419 eV Å⁻¹

Density functional theory data (ωB97M-V with the def2-TZVPD basis set) for an isolated molecule of C2H3NOS2.

XYZ file:
```
9
Properties=species:S:1:pos:R:3:mulliken_charge:R:1
O -1.292 0.375 1.690 -0.3353
N -0.464 -0.274 0.802 -0.0886
C 0.056 0.334 -0.266 0.4582
S -0.316 1.940 -0.559 -0.4515
C 0.953 -0.475 -1.145 -0.2084
S 1.315 -2.043 -0.887 -0.2425
H -1.464 1.260 1.250 0.3012
H -0.117 -1.187 1.124 0.2454
H 1.329 0.069 -2.008 0.3214
```

- SMILES: ONC(=S)C=S
- Relative energy (zero: lowest compared OMol25 entry of this formula, charge and spin): 2.420 eV
- HOMO energy: -9.180 eV
- Strongest force on any atom: 1.042 eV Å⁻¹

Density functional theory data (ωB97M-V with the def2-TZVPD basis set) for a cluster of 2 separate species, C2H3NOS2 in total.

XYZ file:
```
9
Properties=species:S:1:pos:R:3:mulliken_charge:R:1
C 0.775 2.047 -0.471 -0.0279
N -0.112 1.502 -1.028 -0.0440
S -1.448 1.092 -1.667 -0.2044
H 1.513 2.515 0.096 0.4014
O 1.015 -0.781 0.437 -0.3991
C 0.329 -1.605 0.924 0.0965
S -1.372 -1.736 0.566 -0.2076
H 0.761 -2.455 1.512 0.3014
H -1.461 -0.578 -0.367 0.0837
```

- SMILES: C#[N+][S-].O=CS
- Relative energy (zero: lowest compared OMol25 entry of this formula, charge and spin): 2.925 eV
- HOMO energy: -8.925 eV
- Strongest force on any atom: 6.376 eV Å⁻¹

Density functional theory data (ωB97M-V with the def2-TZVPD basis set) for an isolated molecule of C2H3NOS2.

XYZ file:
```
9
Properties=species:S:1:pos:R:3:mulliken_charge:R:1
O 1.943 -0.953 -0.414 -0.3873
C 1.716 0.174 -0.230 0.0587
N 0.504 0.764 0.449 -0.2587
S -0.527 -0.279 1.313 0.0493
C -1.820 -0.719 0.137 -0.1487
S -2.117 -0.066 -1.321 -0.2023
H 2.347 0.916 -0.692 0.3543
H 0.403 1.853 0.404 0.2645
H -2.449 -1.690 0.354 0.2702
```

- SMILES: O=CNSC=S
- Relative energy (zero: lowest compared OMol25 entry of this formula, charge and spin): 1.671 eV
- HOMO energy: -8.895 eV
- Strongest force on any atom: 4.043 eV Å⁻¹

Density functional theory data (ωB97M-V with the def2-TZVPD basis set) for an isolated molecule of C2H3NOS2.

XYZ file:
```
9
Properties=species:S:1:pos:R:3:mulliken_charge:R:1
N 2.213 0.452 0.050 -0.3424
C 1.172 -0.450 -0.022 0.4416
O 1.341 -1.650 -0.035 -0.5701
C -0.304 0.147 0.012 0.3332
S -0.569 1.721 -0.014 -0.3072
S -1.563 -1.065 0.019 -0.1262
H 2.069 1.408 0.011 0.1705
H 3.123 0.022 -0.025 0.2474
H -2.501 -0.084 -0.078 0.1532
```

- SMILES: NC(=O)C(=S)S
- Relative energy (zero: lowest compared OMol25 entry of this formula, charge and spin): 0.197 eV
- HOMO energy: -9.162 eV
- Strongest force on any atom: 3.115 eV Å⁻¹

Density functional theory data (ωB97M-V with the def2-TZVPD basis set) for an isolated molecule of C2H3NOS2.

XYZ file:
```
9
Properties=species:S:1:pos:R:3:mulliken_charge:R:1
O 0.753 1.658 -0.253 -0.3336
N -0.475 1.048 -0.147 -0.1091
C -0.688 -0.257 -0.083 0.5688
S -2.265 -0.870 -0.270 -0.2963
C 0.405 -1.194 0.090 -0.4480
S 1.981 -1.092 -0.284 -0.2240
H 1.354 1.177 0.289 0.2806
H -1.171 1.680 0.162 0.2449
H 0.105 -2.150 0.497 0.3167
```

- SMILES: ONC(=S)C=S
- Relative energy (zero: lowest compared OMol25 entry of this formula, charge and spin): 3.080 eV
- HOMO energy: -9.013 eV
- Strongest force on any atom: 2.065 eV Å⁻¹